[1]
Molecular formula: C5H8OS2
Method: DFT, wB97M-V/def2-TZVPD

Geometry (Å):
O  -1.051  -1.781  0.515
C  -0.592  -0.899  -0.493
C  -1.467  0.328  -0.442
S  -0.920  1.039  1.223
C  0.636  -0.012  1.336
C  0.811  -0.375  -0.134
S  1.486  1.003  -1.099
C  0.635  -1.522  -1.100
H  -1.468  -2.507  0.062
H  -2.520  0.062  -0.355
H  -1.288  1.058  -1.196
H  0.442  -0.879  1.959
H  1.425  0.601  1.750
H  0.894  2.026  -0.419
H  0.734  -2.567  -0.793
H  0.992  -1.325  -2.117

Computed properties:
E_LUMO in eV: 0.64
Kohn-Sham gap in eV: 9.12
Relative energy (zero: lowest compared OMol25 entry of this formula, charge and spin) in kcal per mole: 64.72
HOMO energy in eV: -8.48
SMILES: O[C@@]12CSC[C@@]1(S)C2

=====

[2]
Molecular formula: C24H30F18O12
Method: DFT, wB97M-V/def2-TZVPD

Geometry (Å):
C  -5.706  4.478  -1.841
C  -5.322  5.478  -0.745
O  -4.225  4.902  -0.107
C  -4.281  4.475  1.223
O  -5.351  4.403  1.855
C  -2.973  4.127  1.901
F  -3.122  2.868  2.344
F  -1.950  4.234  1.000
F  -2.746  5.014  2.915
H  -6.206  3.662  -1.318
H  -4.829  4.022  -2.300
H  -6.336  4.948  -2.597
H  -6.123  5.749  -0.057
H  -4.911  6.423  -1.101
C  -1.747  -2.362  2.676
C  -2.289  -3.401  1.660
O  -1.369  -4.482  1.524
C  -0.280  -4.383  0.736
O  -0.064  -3.380  0.031
C  0.819  -5.462  0.934
F  1.177  -5.968  -0.267
F  1.902  -4.906  1.478
F  0.446  -6.504  1.731
H  -1.675  -2.882  3.631
H  -2.295  -1.426  2.782
H  -0.784  -2.014  2.303
H  -2.535  -2.920  0.713
H  -3.226  -3.813  2.034
C  5.426  -2.463  5.060
C  4.840  -1.082  5.329
O  3.634  -0.918  4.637
C  2.684  -0.026  5.088
O  2.785  0.592  6.162
C  1.459  0.240  4.188
F  0.439  0.126  4.961
F  1.512  1.543  3.769
F  1.255  -0.592  3.180
H  5.235  -2.488  3.987
H  4.828  -3.235  5.543
H  6.451  -2.507  5.428
H  5.597  -0.361  5.020
H  4.841  -0.938  6.409
C  -0.380  0.980  0.942
C  -1.382  1.257  -0.094
O  -0.954  0.478  -1.198
C  -1.591  0.441  -2.329
O  -2.643  1.004  -2.540
C  -0.821  -0.459  -3.422
F  -1.664  -1.438  -3.897
F  -0.389  0.304  -4.397
F  0.191  -1.121  -2.844
H  -0.853  1.187  1.901
H  0.529  1.582  0.969
H  -0.151  -0.069  1.133
H  -1.432  2.331  -0.274
H  -2.360  0.928  0.257
C  1.735  2.986  -1.361
C  3.050  3.620  -1.001
O  3.182  3.639  0.437
C  4.417  3.627  0.994
O  5.518  3.521  0.330
C  4.457  3.704  2.557
F  5.050  4.908  2.875
F  3.206  3.704  3.006
F  5.150  2.658  3.089
H  1.793  1.979  -0.947
H  1.638  2.921  -2.445
H  0.866  3.414  -0.862
H  2.986  4.619  -1.433
H  3.871  3.155  -1.548
C  -0.696  -4.578  -3.606
C  -1.523  -4.556  -4.897
O  -1.049  -3.540  -5.773
C  -0.247  -3.856  -6.862
O  0.127  -4.990  -7.125
C  0.122  -2.620  -7.752
F  1.301  -2.134  -7.387
F  0.117  -2.900  -9.056
F  -0.729  -1.673  -7.541
H  -0.721  -3.636  -3.058
H  0.356  -4.816  -3.761
H  -1.067  -5.294  -2.872
H  -2.597  -4.523  -4.714
H  -1.399  -5.518  -5.394

Computed properties:
E_LUMO in eV: 0.31
Kohn-Sham gap in eV: 11.52
Relative energy (zero: lowest compared OMol25 entry of this formula, charge and spin) in kcal per mole: 83.11
HOMO energy in eV: -11.22
SMILES: CCOC(=O)C(F)(F)F.CCOC(=O)C(F)(F)F.CCOC(=O)C(F)(F)F.CCOC(=O)C(F)(F)F.CCOC(=O)C(F)(F)F.CCOC(=O)C(F)(F)F

=====

[3]
Molecular formula: C64H128O48
Method: DFT, wB97M-V/def2-TZVPD

Geometry (Å):
C  9.114  4.888  -1.770
C  10.497  5.382  -1.986
O  10.956  6.056  -0.852
C  11.675  5.450  0.098
O  12.142  4.322  0.026
O  11.864  6.397  1.038
C  12.779  6.023  2.083
H  8.811  4.586  -2.773
H  8.407  5.615  -1.371
H  9.190  3.910  -1.294
H  10.425  5.943  -2.918
H  11.216  4.569  -2.091
H  12.936  6.840  2.787
H  13.779  5.815  1.701
H  12.357  5.130  2.546
C  3.012  8.722  -0.557
C  2.054  8.941  0.547
O  1.759  7.687  1.192
C  0.885  7.594  2.177
O  0.151  8.467  2.523
O  0.994  6.403  2.738
C  -0.061  5.878  3.642
H  3.836  8.109  -0.192
H  3.505  9.677  -0.742
H  2.557  8.314  -1.460
H  1.134  9.361  0.140
H  2.469  9.694  1.218
H  -0.979  5.587  3.130
H  -0.439  6.713  4.231
H  0.326  5.068  4.260
C  -6.169  4.238  6.603
C  -6.755  3.400  5.401
O  -6.694  4.193  4.261
C  -7.743  4.665  3.736
O  -8.837  4.927  4.275
O  -7.592  4.612  2.417
C  -8.482  5.165  1.537
H  -5.141  4.038  6.904
H  -6.726  3.910  7.480
H  -6.237  5.323  6.523
H  -7.783  3.191  5.696
H  -6.258  2.436  5.293
H  -9.094  5.909  2.047
H  -9.157  4.370  1.220
H  -8.090  5.639  0.638
C  12.075  -1.975  -2.602
C  11.495  -0.720  -1.878
O  10.211  -1.036  -1.572
C  9.749  -1.298  -0.394
O  10.377  -1.602  0.610
O  8.460  -1.140  -0.455
C  7.608  -1.182  0.719
H  12.212  -2.854  -1.972
H  13.018  -1.790  -3.116
H  11.451  -2.206  -3.466
H  11.678  0.078  -2.599
H  12.221  -0.626  -1.071
H  6.545  -1.196  0.480
H  7.846  -0.273  1.271
H  7.688  -1.971  1.467
C  -3.391  7.159  -1.854
C  -3.655  8.543  -2.501
O  -3.527  8.324  -3.926
C  -2.597  8.876  -4.625
O  -1.661  9.615  -4.263
O  -2.738  8.363  -5.818
C  -1.733  8.467  -6.770
H  -4.071  6.374  -2.186
H  -3.485  7.318  -0.780
H  -2.343  6.912  -2.024
H  -3.045  9.381  -2.163
H  -4.705  8.822  -2.414
H  -1.827  9.379  -7.359
H  -1.914  7.672  -7.493
H  -0.745  8.308  -6.338
C  -3.524  1.347  -4.764
C  -3.409  -0.100  -4.253
O  -3.955  -0.908  -5.240
C  -4.412  -2.079  -5.056
O  -4.548  -2.720  -3.994
O  -4.683  -2.587  -6.278
C  -5.171  -3.862  -6.364
H  -3.329  1.397  -5.835
H  -2.720  1.948  -4.338
H  -4.529  1.738  -4.608
H  -3.895  -0.187  -3.282
H  -2.349  -0.356  -4.273
H  -6.259  -3.828  -6.428
H  -4.682  -4.599  -5.727
H  -4.835  -4.034  -7.386
C  6.584  5.806  -9.327
C  5.356  5.688  -8.358
O  4.418  4.801  -8.980
C  3.260  4.416  -8.456
O  2.820  4.899  -7.409
O  2.780  3.486  -9.209
C  1.601  2.804  -8.782
H  6.769  4.864  -9.844
H  7.540  6.122  -8.911
H  6.436  6.619  -10.038
H  4.903  6.649  -8.114
H  5.634  5.278  -7.387
H  1.182  2.037  -9.433
H  0.790  3.529  -8.852
H  1.679  2.380  -7.781
C  -13.839  1.431  2.850
C  -12.521  1.023  3.601
O  -11.532  0.495  2.603
C  -10.539  -0.309  2.977
O  -10.256  -0.507  4.148
O  -9.967  -0.911  1.918
C  -10.043  -0.388  0.558
H  -14.400  1.996  3.594
H  -14.364  0.524  2.550
H  -13.618  1.942  1.913
H  -12.716  0.184  4.269
H  -12.092  1.952  3.974
H  -11.061  -0.528  0.195
H  -9.255  -0.774  -0.088
H  -9.958  0.698  0.580
C  7.917  5.028  4.103
C  6.559  5.460  4.553
O  6.240  6.715  4.165
C  6.851  7.837  4.683
O  7.862  7.878  5.409
O  6.174  8.922  4.292
C  6.684  10.213  4.498
H  8.151  4.106  4.635
H  8.752  5.703  4.287
H  7.993  4.784  3.044
H  6.459  5.517  5.637
H  5.800  4.740  4.250
H  7.758  10.103  4.351
H  6.599  10.793  5.417
H  6.409  10.935  3.729
C  -2.187  -4.036  9.899
C  -1.168  -4.127  11.047
O  -1.489  -5.095  12.037
C  -0.827  -5.208  13.164
O  -0.017  -4.402  13.608
O  -1.167  -6.403  13.648
C  -0.371  -6.958  14.701
H  -2.188  -5.002  9.394
H  -1.900  -3.217  9.241
H  -3.215  -3.945  10.248
H  -1.035  -3.185  11.580
H  -0.214  -4.368  10.578
H  0.650  -6.948  14.317
H  -0.570  -7.998  14.960
H  -0.384  -6.290  15.562
C  7.714  -0.215  -7.144
C  8.533  0.410  -8.269
O  9.603  1.145  -7.743
C  10.605  1.451  -8.551
O  10.783  0.985  -9.672
O  11.490  2.263  -7.896
C  12.784  2.473  -8.428
H  7.162  0.475  -6.505
H  8.336  -0.694  -6.388
H  6.980  -0.869  -7.615
H  7.822  0.977  -8.870
H  8.865  -0.470  -8.819
H  13.537  2.437  -7.641
H  12.866  3.486  -8.823
H  13.143  1.825  -9.227
C  1.748  0.911  -0.889
C  0.972  1.634  0.175
O  -0.314  0.998  0.331
C  -0.555  -0.032  1.215
O  0.270  -0.546  1.988
O  -1.863  -0.420  1.057
C  -2.259  -1.622  1.791
H  2.819  1.096  -0.814
H  1.386  1.223  -1.869
H  1.666  -0.173  -0.806
H  0.847  2.694  -0.045
H  1.488  1.659  1.134
H  -2.311  -1.332  2.841
H  -1.504  -2.408  1.780
H  -3.186  -1.973  1.338
C  -8.434  -7.568  -1.291
C  -8.796  -7.738  -2.700
O  -7.999  -8.783  -3.331
C  -8.272  -10.085  -3.125
O  -9.083  -10.475  -2.329
O  -7.377  -10.855  -3.784
C  -7.379  -12.273  -3.554
H  -7.350  -7.542  -1.175
H  -8.638  -8.480  -0.729
H  -8.875  -6.713  -0.779
H  -8.800  -6.874  -3.365
H  -9.783  -8.199  -2.740
H  -8.318  -12.663  -3.948
H  -7.245  -12.531  -2.504
H  -6.583  -12.889  -3.973
C  -11.036  -11.933  8.003
C  -11.137  -10.443  7.993
O  -10.012  -9.773  7.273
C  -10.080  -8.527  6.923
O  -11.062  -7.764  7.049
O  -8.796  -8.096  6.435
C  -8.645  -6.703  6.222
H  -11.357  -12.372  8.948
H  -10.018  -12.314  7.923
H  -11.674  -12.432  7.273
H  -11.092  -10.102  9.027
H  -12.115  -10.159  7.605
H  -9.109  -6.427  5.275
H  -7.595  -6.409  6.218
H  -9.080  -6.152  7.056
C  2.149  -4.642  -3.262
C  0.896  -4.588  -4.204
O  1.016  -5.374  -5.369
C  1.377  -4.797  -6.505
O  0.974  -3.703  -6.810
O  2.329  -5.572  -7.075
C  2.835  -5.058  -8.310
H  2.934  -4.010  -3.678
H  2.503  -5.653  -3.059
H  1.827  -4.096  -2.375
H  0.466  -3.590  -4.289
H  0.097  -5.118  -3.685
H  3.312  -5.905  -8.803
H  3.495  -4.191  -8.303
H  1.975  -4.849  -8.946
C  -1.407  -8.788  1.013
C  -1.776  -8.929  2.469
O  -1.206  -7.785  3.134
C  0.153  -7.727  3.316
O  0.908  -8.689  3.175
O  0.441  -6.562  3.861
C  1.784  -6.340  4.352
H  -0.355  -9.000  0.825
H  -1.732  -7.860  0.543
H  -1.923  -9.542  0.418
H  -1.357  -9.857  2.858
H  -2.846  -8.824  2.647
H  2.513  -6.746  3.652
H  1.826  -6.844  5.317
H  1.903  -5.280  4.579

Computed properties:
E_LUMO in eV: -0.03
Kohn-Sham gap in eV: 10.51
Relative energy (zero: lowest compared OMol25 entry of this formula, charge and spin) in kcal per mole: 197.23
HOMO energy in eV: -10.55

=====

[4]
Molecular formula: C30H38BClF24NO9S2
Method: DFT, wB97M-V/def2-TZVPD

Geometry (Å):
C  5.115  -1.808  0.707
C  4.081  -1.469  1.211
C  2.814  -0.847  1.639
Cl  3.068  -0.381  3.390
C  2.538  0.507  0.914
C  2.855  0.537  -0.603
C  2.886  1.998  -1.081
C  4.022  2.457  -1.679
O  1.249  1.030  1.164
C  0.216  0.125  0.807
C  -1.111  0.876  1.002
C  -2.212  0.366  0.030
C  -2.862  1.499  -0.781
S  -4.090  0.679  -1.823
O  -4.954  -0.138  -1.000
O  -3.420  -0.092  -2.846
O  -4.984  1.828  -2.511
C  0.322  -1.131  1.716
C  -0.896  -2.061  1.642
C  -2.019  -1.704  2.676
O  -2.165  -2.761  3.613
N  1.646  -1.837  1.551
S  1.827  -2.917  3.021
B  1.750  -2.795  0.320
C  1.147  -2.520  -1.108
O  2.379  -4.007  0.539
H  5.960  -2.320  0.295
H  3.223  1.220  1.379
H  2.102  0.057  -1.231
H  3.836  0.132  -0.856
H  2.026  2.658  -0.976
H  4.997  2.390  -1.190
H  4.004  2.909  -2.673
H  0.290  -0.117  -0.260
H  -1.467  0.878  2.032
H  -0.917  1.921  0.730
H  -3.020  -0.166  0.539
H  -1.776  -0.340  -0.687
H  -3.358  2.209  -0.111
H  -2.174  2.022  -1.450
H  -5.422  1.417  -3.273
H  0.343  -0.720  2.733
H  -0.687  -3.119  1.826
H  -1.380  -2.015  0.660
H  -1.726  -0.815  3.250
H  -2.969  -1.556  2.167
H  -1.514  -2.658  4.311
H  1.047  -3.987  2.689
H  1.001  -3.485  -1.607
H  0.146  -2.079  -1.031
H  1.814  -1.939  -1.753
H  3.196  -4.028  0.025
C  9.630  3.581  0.206
C  8.111  3.329  0.325
C  7.636  2.272  1.329
F  8.094  1.042  1.045
F  6.276  2.200  1.292
F  7.607  3.069  -0.901
F  7.559  4.505  0.731
O  10.344  2.964  -0.866
C  10.854  1.677  -0.759
C  10.211  0.719  -1.768
F  8.873  0.654  -1.605
F  10.703  -0.527  -1.588
F  10.778  1.224  0.503
F  12.163  1.755  -1.059
H  9.717  4.644  -0.017
H  10.141  3.446  1.159
H  7.937  2.537  2.345
H  10.419  1.044  -2.789
C  -2.646  -5.345  0.839
C  -2.915  -4.482  -0.415
C  -3.974  -4.966  -1.411
F  -3.656  -6.150  -1.956
F  -4.066  -4.074  -2.422
F  -1.738  -4.238  -1.045
F  -3.351  -3.277  0.051
O  -1.514  -6.218  0.844
C  -1.583  -7.508  0.324
C  -0.649  -7.695  -0.875
F  -0.938  -6.827  -1.863
F  -0.792  -8.941  -1.368
F  -2.849  -7.853  0.055
F  -1.159  -8.335  1.299
H  -2.408  -4.628  1.626
H  -3.547  -5.853  1.182
H  -4.953  -5.046  -0.930
H  0.391  -7.545  -0.576
C  -6.995  4.175  -0.963
C  -8.268  4.328  -1.824
C  -8.473  5.642  -2.586
F  -8.570  6.701  -1.765
F  -9.630  5.575  -3.283
F  -9.347  4.050  -1.067
F  -8.197  3.350  -2.774
O  -7.098  4.391  0.448
C  -6.986  5.658  1.004
C  -8.274  6.099  1.704
F  -9.315  6.111  0.854
F  -8.119  7.354  2.182
F  -6.556  6.550  0.098
F  -6.020  5.576  1.945
H  -6.734  3.120  -1.033
H  -6.145  4.707  -1.391
H  -7.656  5.815  -3.292
H  -8.510  5.426  2.531

Computed properties:
E_LUMO in eV: -3.72
Kohn-Sham gap in eV: 7.32
Charge: +1
HOMO energy in eV: -11.04